Molecular formula: C32H57N4OP2STc
Method: DFT, ωB97M-V/def2-TZVPD

Results
HOMO-LUMO gap (spin up / spin down): 7.193 / 5.465 eV
E: -2708.50496 a.u.
Charge: +3
Multiplicity: 4
<S²>: 3.804
Energy above the lowest of the compared OMol25 structures with the same formula, charge and spin: 0.00 kJ/mol

CARTESIAN COORDINATES (ANGSTROEM)
C 1.654 -2.654 -0.104
C 2.687 -0.634 -0.653
C 2.777 -3.366 -0.500
C 3.908 -1.298 -0.909
C 3.951 -2.676 -0.823
H 2.709 -4.444 -0.530
H 4.743 -0.695 -1.263
H 4.869 -3.220 -1.046
N 1.714 -1.317 0.030
P -0.688 -2.275 1.320
P 1.242 1.879 -0.851
C 0.333 -3.330 0.166
H -0.192 -3.481 -0.792
H 0.519 -4.341 0.548
C 2.425 0.633 -1.232
H 3.353 1.052 -1.657
C 1.397 2.547 -2.729
C 1.755 3.463 0.258
C -2.493 -2.705 0.914
C -0.073 -3.019 2.955
C -0.037 2.937 -3.067
H -0.392 3.811 -2.506
H -0.118 3.171 -4.140
H -0.708 2.106 -2.836
C 2.356 3.715 -2.971
H 2.116 4.625 -2.410
H 3.397 3.426 -2.770
H 2.305 3.983 -4.042
C 1.898 1.439 -3.663
H 1.665 1.698 -4.703
H 2.983 1.292 -3.619
H 1.413 0.473 -3.433
C 0.796 4.611 -0.109
H -0.252 4.306 0.039
H 0.991 5.468 0.558
H 0.904 4.975 -1.135
C 1.593 3.219 1.758
H 0.555 3.006 2.045
H 2.253 2.425 2.124
H 1.882 4.145 2.286
C 3.236 3.774 0.061
H 3.504 4.091 -0.947
H 3.514 4.596 0.738
H 3.843 2.897 0.325
C -0.804 -2.281 4.089
H -0.505 -2.730 5.049
H -0.524 -1.220 4.117
H -1.898 -2.361 4.009
C 1.439 -2.784 3.115
H 2.026 -3.337 2.374
H 1.704 -1.726 3.062
H 1.737 -3.145 4.112
C -0.297 -4.541 3.078
H 0.323 -4.912 3.909
H -1.333 -4.803 3.316
H 0.009 -5.096 2.184
C -2.572 -3.139 -0.556
H -2.107 -4.119 -0.728
H -3.629 -3.228 -0.856
H -2.096 -2.393 -1.202
C -3.365 -1.452 1.095
H -3.036 -0.625 0.450
H -4.400 -1.705 0.817
H -3.367 -1.098 2.135
C -3.068 -3.822 1.790
H -2.553 -4.778 1.636
H -3.065 -3.562 2.857
H -4.121 -3.972 1.500
Tc -0.014 -0.130 0.546
C 0.589 0.314 2.279
O 0.960 0.623 3.359
N -0.361 -0.530 -1.456
C -0.123 -0.224 -2.591
C -1.016 -0.495 -3.874
C -0.224 -0.369 -5.169
C -1.552 -1.917 -3.740
C -2.201 0.476 -3.883
H 0.078 0.668 -5.361
H 0.665 -1.012 -5.133
H -0.850 -0.688 -6.016
H -2.339 -1.962 -2.977
H -2.008 -2.245 -4.683
H -0.754 -2.624 -3.478
H -2.923 0.168 -4.652
H -2.721 0.466 -2.913
H -1.909 1.505 -4.119
S -1.627 1.550 0.634
C -1.837 2.102 2.266
N -1.758 3.384 2.649
C -2.012 3.545 4.065
C -2.202 2.115 4.546
N -2.099 1.336 3.332
H -1.640 4.140 1.981
H -2.906 4.157 4.226
H -1.163 4.040 4.547
H -3.177 1.970 5.026
H -1.420 1.828 5.261
H -2.242 0.330 3.293

Results of the Mulliken charge analysis, in e, for atoms 1 through 6: -0.25 -0.48 -0.75 -1.29 -0.87 0.60

Molecular formula: C32H57N8O8S2SiTl
Method: DFT, ωB97M-V/def2-TZVPD

Results
HOMO-LUMO gap: 4.716 eV
E: -3552.14344 a.u.
Charge: -2
Energy above the lowest of the compared OMol25 structures with the same formula, charge and spin: 150.92 kJ/mol

CARTESIAN COORDINATES (ANGSTROEM)
Tl -0.265 -1.144 0.550
C 1.813 3.906 -0.097
C 1.587 2.396 0.060
C 2.418 1.671 -1.003
C 2.007 1.954 1.464
O 0.237 2.002 -0.159
Si -1.190 2.813 0.126
S -2.808 1.598 -0.077
O -1.198 4.153 -0.908
C -1.589 4.245 -2.264
C -3.107 4.427 -2.371
C -0.892 5.488 -2.826
C -1.163 3.022 -3.082
O -0.880 3.538 1.583
C -1.642 4.360 2.446
C -1.800 5.755 1.827
C -3.023 3.764 2.728
C -0.846 4.439 3.749
H 2.876 4.129 0.031
H 1.235 4.451 0.647
H 1.489 4.237 -1.084
H 3.485 1.756 -0.777
H 2.229 2.108 -1.988
H 2.140 0.618 -1.030
H 3.065 2.171 1.641
H 1.833 0.884 1.589
H 1.401 2.481 2.200
H -3.419 5.326 -1.834
H -3.597 3.562 -1.925
H -3.399 4.519 -3.422
H -1.135 6.356 -2.209
H -1.220 5.678 -3.851
H 0.191 5.349 -2.822
H -1.689 2.138 -2.719
H -0.090 2.847 -2.967
H -1.403 3.186 -4.137
H -2.187 5.640 0.815
H -0.834 6.260 1.766
H -2.486 6.366 2.419
H -3.638 3.792 1.829
H -3.512 4.323 3.530
H -2.923 2.718 3.019
H 0.137 4.879 3.566
H -0.703 3.431 4.141
H -1.372 5.043 4.492
O 1.827 -5.307 5.285
C 1.352 -4.566 4.436
C 0.989 -4.945 3.039
O 1.071 -6.070 2.550
C 0.524 -3.723 2.375
C 0.570 -2.622 3.309
O 0.250 -1.433 3.033
C 1.026 -3.118 4.614
O 1.126 -2.484 5.660
O 0.122 -3.627 1.184
N 2.558 -1.611 0.422
C 3.707 -1.512 0.390
N 5.026 -1.392 0.349
C 5.713 -0.583 1.347
C 6.409 -1.465 2.383
C 7.320 -2.481 1.690
C 6.512 -3.316 0.695
C 5.835 -2.399 -0.322
H 4.991 0.078 1.823
H 6.460 0.032 0.829
H 5.649 -1.996 2.962
H 6.981 -0.835 3.068
H 7.794 -3.131 2.428
H 8.117 -1.951 1.155
H 5.741 -3.874 1.231
H 7.153 -4.028 0.170
H 5.201 -2.960 -1.006
H 6.600 -1.879 -0.911
C 0.475 0.935 -5.526
N 1.147 -0.169 -4.869
C 0.514 -1.303 -4.451
S 1.312 -2.408 -3.500
N -0.760 -1.459 -4.864
C -1.562 -2.623 -4.550
H 1.222 1.687 -5.775
H -0.286 1.402 -4.896
H 0.017 0.606 -6.462
H 1.931 0.065 -4.283
H -1.147 -0.786 -5.501
H -1.307 -2.970 -3.552
H -1.379 -3.441 -5.252
H -2.614 -2.344 -4.582
C -3.009 -3.307 1.844
N -4.166 -4.220 1.798
C -3.952 -5.152 0.690
N -3.810 -4.467 -0.600
C -2.667 -3.542 -0.489
N -2.860 -2.572 0.586
C -4.079 -1.811 0.331
N -5.258 -2.694 0.243
C -5.360 -3.430 1.506
C -5.014 -3.666 -0.822
H -2.102 -3.885 2.023
H -3.147 -2.597 2.662
H -4.804 -5.838 0.634
H -3.044 -5.726 0.884
H -2.565 -3.004 -1.437
H -1.754 -4.106 -0.291
H -3.973 -1.253 -0.601
H -4.231 -1.089 1.135
H -6.225 -4.100 1.456
H -5.516 -2.713 2.316
H -4.908 -3.127 -1.768
H -5.878 -4.336 -0.894

Results of the Mulliken charge analysis, in e, for atoms 1 through 6: 1.14 -1.51 1.98 -1.47 -1.23 0.66

Molecular formula: C32H58NO3P
Method: DFT, ωB97M-V/def2-TZVPD

Results
HOMO-LUMO gap: 5.913 eV
E: -1875.69362 a.u.

CARTESIAN COORDINATES (ANGSTROEM)
C 5.001 -3.627 1.081
C 3.691 -3.487 1.439
C 2.521 -3.281 0.475
C 1.480 -2.465 1.309
P -0.070 -3.449 1.351
O 0.250 -4.683 2.113
N 1.495 -1.058 0.751
C 2.782 -0.979 -0.027
C 3.096 0.333 -0.732
C 4.523 0.356 -1.297
C 5.579 0.730 -0.244
C 5.651 2.200 0.105
C 5.726 2.604 1.432
C 5.764 3.951 1.757
C 5.719 4.905 0.757
C 5.671 4.522 -0.573
C 5.634 3.171 -0.889
C 2.777 -2.312 -0.740
O 3.990 -2.681 -1.372
C 1.619 -2.605 -1.763
C 0.620 -1.473 -2.128
C -0.868 -1.807 -1.862
C -1.747 -1.222 -2.974
C -3.227 -1.575 -2.761
C -3.838 -0.668 -1.683
C -4.203 0.744 -2.200
C -5.727 0.970 -2.325
C -6.273 2.007 -1.333
C -6.556 1.433 0.090
C -5.677 2.047 1.195
C -4.473 1.211 1.658
C -4.802 0.145 2.717
C -5.178 -1.238 2.172
C -3.972 -2.020 1.609
H 5.405 -4.439 0.479
H 5.723 -2.882 1.414
H 3.432 -3.566 2.494
H 2.118 -4.275 0.244
H 1.726 -2.333 2.360
H -0.441 -3.787 0.042
H -1.090 -2.726 1.996
H 0.653 -0.678 0.312
H 1.610 -0.389 1.546
H 3.512 -0.989 0.787
H 2.398 0.602 -1.522
H 2.990 1.126 0.018
H 4.831 -0.595 -1.728
H 4.525 1.069 -2.121
H 6.558 0.350 -0.545
H 5.321 0.179 0.668
H 5.733 1.860 2.221
H 5.819 4.274 2.788
H 5.718 5.959 1.002
H 5.626 5.238 -1.382
H 5.596 2.879 -1.931
H 4.045 -3.642 -1.352
H 2.114 -2.899 -2.686
H 1.062 -3.486 -1.449
H 0.685 -1.313 -3.205
H 0.842 -0.512 -1.675
H -1.153 -1.389 -0.891
H -1.024 -2.887 -1.903
H -1.600 -0.141 -3.034
H -1.422 -1.685 -3.910
H -3.803 -1.475 -3.681
H -3.246 -2.603 -2.388
H -3.115 -0.582 -0.871
H -4.741 -1.115 -1.264
H -3.790 1.477 -1.507
H -3.752 0.881 -3.185
H -5.968 1.315 -3.332
H -6.252 0.024 -2.172
H -5.560 2.828 -1.244
H -7.202 2.408 -1.742
H -6.450 0.350 0.024
H -7.605 1.641 0.305
H -5.298 3.007 0.838
H -6.288 2.255 2.077
H -3.972 0.782 0.785
H -3.744 1.890 2.105
H -3.937 0.005 3.368
H -5.653 0.509 3.298
H -5.978 -1.190 1.434
H -5.584 -1.811 3.009
H -3.107 -1.378 1.438
H -4.243 -2.457 0.646
H -3.724 -2.860 2.258
C 2.186 3.822 1.267
C 1.485 2.780 2.156
O 1.013 1.734 1.423
H 1.494 4.224 0.524
H 2.559 4.664 1.866
H 3.043 3.385 0.748
H 0.713 3.350 2.723
H 2.224 2.521 2.953

Results of the Mulliken charge analysis, in e, for atoms 1 through 6: -0.94 -0.88 -0.69 -0.37 0.69 -0.75

Molecular formula: C32H59F8GaIN3O6S
Method: DFT, ωB97M-V/def2-TZVPD

Results
HOMO-LUMO gap (spin up / spin down): 7.960 / 7.589 eV
E: -5289.97865 a.u.
Charge: -1
Multiplicity: 4
<S²>: 3.762

CARTESIAN COORDINATES (ANGSTROEM)
O 1.633 -2.197 1.369
S 2.932 -1.548 1.544
O 3.032 -0.751 2.751
Ga 4.718 -3.130 1.313
I 6.311 -2.725 3.334
C 3.804 -4.912 1.584
C 3.818 -5.995 0.498
O 2.532 -6.526 0.256
C 4.415 -5.619 -0.845
F 4.285 -6.667 -1.711
F 3.799 -4.564 -1.417
F 5.743 -5.361 -0.747
C 3.087 -0.350 0.104
F 3.085 -1.052 -1.048
F 4.293 0.257 0.230
C 2.023 0.751 0.018
F 1.818 1.333 1.192
F 0.871 0.256 -0.438
F 2.435 1.693 -0.854
H 5.384 -2.796 -0.063
H 2.774 -4.734 1.865
H 4.265 -5.338 2.463
H 4.419 -6.824 0.846
H 1.912 -5.805 0.359
C 6.873 1.632 -4.615
C 6.901 0.695 -3.385
C 7.068 1.507 -2.099
C 8.482 2.047 -1.890
C 9.516 0.928 -2.014
C 9.397 0.154 -3.325
N 7.995 -0.312 -3.522
O 7.759 -1.361 -2.816
C 9.868 1.027 -4.501
C 10.324 -1.054 -3.296
C 5.558 -0.020 -3.340
H 7.235 1.121 -5.507
H 5.853 1.952 -4.824
H 7.459 2.540 -4.477
H 6.805 0.876 -1.245
H 6.351 2.330 -2.110
H 8.699 2.849 -2.602
H 8.552 2.497 -0.898
H 10.526 1.337 -1.933
H 9.390 0.237 -1.176
H 9.681 0.528 -5.452
H 10.941 1.200 -4.420
H 9.400 2.008 -4.535
H 10.138 -1.693 -2.436
H 11.357 -0.712 -3.241
H 10.210 -1.654 -4.200
H 5.415 -0.654 -4.217
H 4.758 0.719 -3.318
H 5.452 -0.637 -2.451
C -5.237 -0.922 1.055
C -4.810 -2.368 1.385
C -4.456 -2.487 2.869
C -3.113 -1.854 3.234
C -1.998 -2.369 2.325
C -2.318 -2.200 0.842
N -3.659 -2.785 0.533
O -3.603 -4.066 0.428
C -2.259 -0.714 0.457
C -1.245 -2.893 0.015
C -6.008 -3.260 1.086
H -5.027 -0.674 0.014
H -6.309 -0.786 1.196
H -4.751 -0.180 1.688
H -4.430 -3.546 3.145
H -5.258 -2.031 3.457
H -3.177 -0.763 3.180
H -2.873 -2.091 4.272
H -1.060 -1.857 2.543
H -1.828 -3.429 2.537
H -2.591 -0.567 -0.573
H -1.232 -0.366 0.531
H -2.851 -0.067 1.101
H -1.129 -3.939 0.291
H -0.286 -2.406 0.183
H -1.473 -2.845 -1.052
H -6.263 -3.233 0.025
H -6.867 -2.903 1.654
H -5.830 -4.295 1.369
C -6.321 3.658 3.130
C -7.216 2.892 2.127
C -6.461 2.659 0.818
C -6.316 3.915 -0.040
C -7.675 4.580 -0.261
C -8.414 4.871 1.045
N -8.485 3.638 1.880
O -9.418 2.853 1.469
C -7.721 6.018 1.800
C -9.827 5.353 0.743
C -7.525 1.549 2.773
H -6.921 4.245 3.824
H -5.735 2.960 3.726
H -5.607 4.322 2.645
H -6.977 1.893 0.231
H -5.473 2.256 1.049
H -5.615 4.617 0.418
H -5.884 3.644 -1.005
H -7.553 5.513 -0.814
H -8.292 3.926 -0.884
H -8.169 6.158 2.785
H -7.843 6.947 1.243
H -6.652 5.876 1.931
H -10.377 4.650 0.122
H -9.774 6.301 0.209
H -10.390 5.510 1.664
H -8.098 1.673 3.694
H -6.591 1.049 3.020
H -8.081 0.885 2.114

Results of the Mulliken charge analysis, in e, for atoms 1 through 6: -0.56 0.94 -0.69 0.26 -0.44 -1.09